Record 1
{
  "formula": "C22H42N6OPPtSi3",
  "method": "the ωB97M-V functional and the def2-TZVPD basis",
  "charge": 1,
  "elements": ["Pt", "C", "N", "C", "C", "N", "C", "P", "C", "N", "C", "C", "N", "C", "C", "N", "C", "C", "N", "C", "H", "H", "H", "H", "H", "H", "H", "H", "H", "H", "H", "H", "H", "H", "H", "C", "O", "Si", "C", "C", "C", "Si", "C", "C", "C", "Si", "C", "C", "C", "H", "H", "H", "H", "H", "H", "H", "H", "H", "H", "H", "H", "H", "H", "H", "H", "H", "H", "H", "H", "H", "H", "H", "H", "H", "H", "H"],
  "positions_angstrom": [[-0.10978, 0.53770, -1.21695], [-0.81310, 5.83444, 0.30140], [-0.73402, 4.68660, -0.59531], [-0.91177, 4.72433, -1.95056], [-0.74984, 3.44617, -2.39610], [-0.48421, 2.63814, -1.32629], [-0.47648, 3.40463, -0.24502], [-0.12607, 2.87897, 1.45885], [-1.56789, 1.82563, 1.74331], [-2.23435, 1.12649, 0.85098], [-3.33967, 0.65657, 1.48721], [-3.33616, 1.06085, 2.79569], [-2.20942, 1.81281, 2.95534], [-1.77495, 2.39430, 4.21530], [1.28337, 1.81331, 1.03340], [1.44717, 1.07070, -0.05993], [2.74021, 0.64846, -0.08901], [3.37733, 1.12743, 1.01543], [2.45733, 1.86096, 1.70727], [2.71388, 2.51661, 2.98305], [-1.09250, 6.70635, -0.28240], [0.15006, 6.01577, 0.77347], [-1.56792, 5.66754, 1.06663], [-1.13151, 5.63904, -2.47249], [-0.80089, 3.06703, -3.40239], [-4.08121, 0.05810, 0.98281], [-4.02484, 0.88997, 3.60589], [-2.63933, 2.78014, 4.75059], [-1.08799, 3.21472, 4.02457], [-1.27640, 1.64667, 4.83205], [3.12756, 0.06591, -0.90063], [4.39328, 1.01922, 1.35314], [3.74799, 2.84987, 3.00545], [2.54060, 1.82465, 3.80584], [2.06054, 3.37792, 3.08975], [0.14363, -0.88224, 3.07285], [0.30862, -0.82355, 1.67615], [-0.13381, -2.10020, 0.68045], [-1.91151, -2.54490, 1.08065], [0.80780, -3.60404, 1.30701], [0.24037, -1.55752, -1.07090], [-1.07112, -1.81186, -2.35294], [-0.52838, -1.99148, -4.13793], [-2.08873, -0.17930, -2.32950], [-2.33218, -3.17616, -2.10285], [1.86715, -2.26812, -1.71536], [3.26562, -2.50985, -0.45741], [1.59484, -4.02560, -2.35647], [2.56729, -1.18018, -3.10512], [0.66478, -1.73564, 3.51870], [-0.91366, -0.93633, 3.35663], [0.56373, 0.02951, 3.51182], [-2.00744, -2.68108, 2.16167], [-2.16430, -3.50332, 0.62541], [-2.64818, -1.80568, 0.76707], [0.28071, -3.98708, 2.18529], [1.83124, -3.37831, 1.60224], [0.84016, -4.42022, 0.58128], [0.23046, -1.27529, -4.45429], [-1.41721, -1.82595, -4.75468], [-0.17335, -2.99489, -4.36546], [-1.69613, 0.87318, -2.33174], [-2.89583, -0.18325, -1.60075], [-2.48977, -0.15150, -3.34644], [-1.83116, -4.13452, -1.93897], [-2.92153, -3.27473, -3.01949], [-3.02240, -3.00470, -1.28055], [3.26131, -3.53276, -0.08060], [3.24735, -1.84421, 0.40453], [4.21897, -2.36697, -0.97599], [0.84039, -4.56580, -1.77889], [2.52913, -4.58539, -2.26514], [1.30530, -4.06297, -3.40518], [3.53429, -0.74902, -2.83451], [1.89896, -0.35781, -3.36670], [2.73559, -1.77828, -4.00424]],
  "forces_ev_per_angstrom": [[0.2, 0.1, 0.0], [0.0, 0.0, 0.0], [0.0, 0.1, 0.0], [0.0, 0.0, 0.0], [0.0, 0.0, 0.0], [0.0, -0.1, 0.0], [0.0, 0.0, 0.0], [0.0, 0.1, -0.1], [0.1, -0.1, 0.2], [-0.2, 0.1, -0.2], [0.0, -0.1, 0.1], [0.1, 0.0, 0.0], [0.0, 0.0, 0.0], [0.0, 0.0, 0.0], [0.0, 0.0, 0.0], [-0.1, -0.2, -0.1], [0.0, 0.1, 0.0], [0.0, 0.0, -0.1], [-0.1, 0.0, 0.0], [0.0, 0.0, 0.0], [0.0, 0.0, 0.0], [0.0, 0.0, 0.0], [0.0, 0.0, 0.0], [0.0, 0.0, 0.0], [0.0, 0.0, 0.0], [0.0, 0.0, 0.0], [0.0, 0.0, 0.0], [0.0, 0.0, 0.0], [0.0, 0.0, 0.0], [0.0, 0.0, 0.0], [0.0, 0.0, 0.0], [0.0, 0.0, 0.0], [0.0, 0.0, 0.0], [0.0, 0.0, 0.0], [0.0, 0.0, 0.0], [0.0, 0.0, 0.0], [0.0, 0.0, 0.1], [0.0, -0.1, 0.0], [0.0, 0.1, -0.1], [0.0, 0.0, -0.1], [0.0, 0.1, 0.1], [-0.2, -0.3, 0.1], [0.0, 0.2, 0.0], [0.1, 0.4, 0.0], [0.0, 0.0, -0.2], [0.2, -0.1, -0.1], [0.0, 0.0, 0.1], [0.0, 0.0, 0.0], [0.0, -0.1, 0.0], [0.0, 0.0, 0.0], [0.0, 0.0, 0.0], [0.0, 0.0, 0.0], [0.0, 0.1, 0.0], [0.0, 0.0, 0.0], [0.0, 0.0, 0.0], [0.0, 0.0, 0.0], [0.0, 0.0, 0.0], [0.0, 0.0, 0.0], [0.0, 0.0, 0.0], [0.0, 0.0, 0.0], [0.0, 0.0, 0.0], [0.0, -0.1, 0.1], [0.0, 0.0, 0.0], [0.0, -0.1, 0.0], [0.0, 0.0, 0.0], [0.0, 0.0, 0.0], [0.0, 0.0, 0.0], [0.0, 0.0, 0.0], [0.0, 0.0, 0.0], [0.0, 0.0, 0.0], [0.0, 0.0, 0.0], [0.0, 0.0, 0.0], [0.0, 0.0, 0.0], [0.0, 0.0, 0.0], [0.0, 0.0, 0.0], [0.0, 0.0, 0.0]]
}



Record 2
{
  "formula": "C22H42O10P2S",
  "method": "the ωB97M-V functional and the def2-TZVPD basis",
  "smiles": "CC[C@H](C)C1=CC(=O)C(S)=CC1=O.CCOP(=O)(OCC)OCC.CCOP(=O)(OCC)OCC",
  "elements": ["C", "C", "C", "C", "C", "C", "C", "O", "C", "S", "C", "C", "O", "H", "H", "H", "H", "H", "H", "H", "H", "H", "H", "H", "H", "O", "P", "O", "C", "C", "O", "C", "C", "O", "C", "C", "H", "H", "H", "H", "H", "H", "H", "H", "H", "H", "H", "H", "H", "H", "H", "O", "P", "O", "C", "C", "O", "C", "C", "O", "C", "C", "H", "H", "H", "H", "H", "H", "H", "H", "H", "H", "H", "H", "H", "H", "H"],
  "positions_angstrom": [[0.26244, -0.73532, 3.40977], [-0.88771, -0.45770, 2.41790], [-0.65520, -1.01244, 0.99477], [-0.28195, -2.49508, 0.94002], [0.33451, -0.11391, 0.28556], [-0.03083, 0.69032, -0.71512], [1.01466, 1.57039, -1.31693], [1.11044, 1.78386, -2.49353], [1.98839, 2.13212, -0.31174], [2.56878, 3.81107, -0.45258], [2.37186, 1.33404, 0.68240], [1.78400, -0.04759, 0.69205], [2.43246, -1.01883, 0.97172], [1.04843, 0.00944, 3.25480], [-0.06286, -0.58660, 4.43821], [0.73095, -1.70519, 3.26762], [-1.80890, -0.83306, 2.86521], [-0.92796, 0.63046, 2.32889], [-1.59165, -0.90390, 0.44003], [-1.10469, -3.05920, 1.38942], [0.62027, -2.74803, 1.48757], [-0.18155, -2.82857, -0.09242], [-1.04548, 0.75391, -1.08817], [1.72775, 4.37406, 0.42977], [3.05258, 1.66918, 1.45341], [6.98692, 0.30119, -5.46695], [6.43598, 1.63902, -5.16592], [4.90516, 1.64415, -5.69103], [3.97331, 0.71754, -5.12225], [3.62197, 1.07017, -3.69019], [7.13927, 2.54641, -6.33348], [8.42997, 2.20178, -6.84156], [8.30856, 1.62960, -8.23780], [6.35430, 2.83738, -4.11086], [6.23340, 4.22686, -4.44449], [4.85585, 4.62469, -4.92295], [4.37819, -0.29609, -5.18196], [3.07984, 0.75299, -5.74440], [4.49975, 0.99044, -3.04010], [2.85170, 0.40393, -3.31116], [3.26145, 2.09295, -3.62067], [8.93893, 1.50402, -6.17763], [9.02049, 3.12105, -6.86432], [7.58975, 0.81123, -8.26074], [9.27281, 1.26252, -8.59276], [7.94945, 2.39270, -8.93010], [7.00419, 4.53583, -5.14580], [6.44823, 4.75611, -3.51424], [4.66403, 4.26510, -5.93294], [4.77576, 5.71281, -4.93576], [4.08226, 4.22210, -4.26966], [-4.66378, -1.00255, 4.86617], [-5.52859, -2.15725, 4.50822], [-6.82154, -1.39193, 3.85270], [-6.63897, -0.60736, 2.67545], [-6.35989, -1.46031, 1.45070], [-6.12089, -2.56546, 5.97402], [-5.30150, -2.46101, 7.14416], [-5.74415, -1.28699, 7.99050], [-5.87074, -3.57933, 3.84138], [-6.95816, -4.43610, 4.22659], [-8.31679, -3.95965, 3.76646], [-5.82981, 0.11087, 2.83318], [-7.55960, -0.04197, 2.53330], [-5.41287, -1.99805, 1.54936], [-6.31026, -0.83998, 0.55504], [-7.14003, -2.20841, 1.31292], [-4.24810, -2.37508, 6.87856], [-5.42225, -3.39161, 7.70288], [-5.78826, -0.37454, 7.39694], [-5.06083, -1.13146, 8.82649], [-6.74558, -1.46181, 8.38637], [-6.94719, -4.63350, 5.29538], [-6.74062, -5.39127, 3.74553], [-8.66054, -3.10600, 4.34777], [-9.04364, -4.76356, 3.89297], [-8.29565, -3.66559, 2.71804]],
  "forces_ev_per_angstrom": [[0.2, 0.6, -0.4], [0.8, -0.2, 0.4], [0.3, 0.0, 0.0], [-0.5, -0.1, 0.2], [-0.4, 0.0, -0.2], [0.4, 0.1, 0.3], [-0.1, 0.0, 0.4], [-0.4, 0.4, -0.3], [0.0, 0.2, 0.5], [0.2, 0.0, -0.4], [-0.4, 0.1, -0.4], [-0.2, 0.3, 0.1], [0.3, -0.4, 0.3], [0.1, -0.1, 0.0], [-0.1, -0.3, 0.0], [-0.2, -0.1, 0.3], [-0.2, 0.0, -0.3], [-0.6, 0.0, 0.1], [0.0, 0.1, 0.0], [0.0, -0.1, 0.0], [0.1, 0.1, -0.1], [0.1, 0.0, 0.0], [0.1, -0.2, -0.2], [-0.1, -0.2, 0.0], [0.2, -0.3, 0.0], [0.3, -0.3, 3.1], [-0.8, 2.4, -5.4], [0.3, 0.0, 0.5], [-0.2, -0.3, 0.2], [0.5, 0.0, 0.0], [-0.2, 0.1, 0.4], [0.1, -0.1, -0.2], [-0.1, 0.0, -0.1], [0.6, -2.1, 1.4], [0.0, 0.9, 0.4], [-0.1, -0.3, -0.3], [0.1, 0.0, -0.1], [0.1, 0.1, -0.1], [0.0, -0.1, 0.0], [0.0, -0.1, -0.1], [-0.1, 0.0, 0.0], [-0.1, -0.1, 0.0], [-0.1, 0.0, 0.0], [0.1, -0.1, 0.1], [0.0, 0.0, 0.0], [0.0, 0.0, 0.0], [0.0, -0.3, -0.2], [0.0, -0.2, 0.1], [0.0, -0.1, 0.0], [0.1, 0.0, 0.1], [0.0, 0.1, 0.1], [2.5, -1.7, -1.9], [-5.9, 1.7, 3.2], [0.4, -0.3, -0.2], [0.1, 0.2, -0.2], [0.0, -0.1, 0.1], [0.3, -0.4, -0.4], [0.0, 0.2, 0.3], [-0.2, 0.1, 0.0], [2.7, 0.5, -0.8], [-0.3, -0.9, 0.0], [0.0, 0.4, 0.1], [0.0, 0.0, 0.1], [0.0, 0.0, 0.1], [0.0, 0.1, 0.0], [0.0, 0.0, 0.0], [0.0, 0.0, 0.0], [0.0, 0.1, -0.1], [-0.1, 0.0, -0.1], [0.2, 0.0, -0.1], [0.0, 0.0, 0.0], [0.0, 0.0, 0.0], [0.1, 0.3, 0.1], [0.2, 0.1, -0.1], [0.0, 0.0, 0.0], [0.1, -0.1, 0.0], [0.0, -0.1, 0.0]]
}



The following LUMO energy values (in eV) correspond, in order, to the records above: -2.3; -1.0.
The following HOMO values (in Ha) correspond, in order, to the records above: -0.40693; -0.35852.